Record 1
11
Properties=species:S:1:pos:R:3:mulliken_charge:R:1 method="wB97M-V/def2-TZVPD" total_energy_ev=-10141.992 orbital_gap_ev=9.9154 de_lowest_kcal_mol=118.6 smiles=Nc1nonc1N lumo_energy_ev=0.36
C -0.255 -0.649 0.004 0.60
H 0.769 2.412 -0.253 0.29
N -1.417 -1.287 0.046 -0.47
C -0.477 0.724 -0.206 0.20
H 1.092 0.971 1.026 0.31
H 1.129 -2.341 -0.448 0.33
N -1.791 1.010 0.008 -0.32
N 0.918 -1.258 0.057 -0.56
H 1.702 -0.702 -0.273 0.29
O -2.480 -0.195 0.020 -0.08
N 0.808 1.315 0.019 -0.58



Record 2
11
Properties=species:S:1:pos:R:3:mulliken_charge:R:1 method="wB97M-V/def2-TZVPD" total_energy_ev=-10144.178 orbital_gap_ev=9.9830 de_lowest_kcal_mol=68.2 smiles="Nn1[nH]ncc1=O" lumo_energy_ev=0.80
C 0.958 -0.469 1.402 -0.32
H -0.608 1.475 -1.760 0.28
N -1.083 -0.384 0.749 -0.07
H -0.579 -0.217 -2.229 0.26
N -0.289 -0.651 1.769 -0.44
N -0.290 0.201 -0.292 0.44
H 1.821 -0.687 1.998 0.42
O 1.849 0.067 -0.936 -0.63
N -0.879 0.484 -1.502 -0.77
H -1.929 0.242 0.865 0.30
C 1.028 -0.060 -0.064 0.55



Record 3
11
Properties=species:S:1:pos:R:3:mulliken_charge:R:1 method="wB97M-V/def2-TZVPD" total_energy_ev=-10145.554 orbital_gap_ev=9.5138 de_lowest_kcal_mol=36.5 smiles=Nc1nn[nH]c1O lumo_energy_ev=0.64
H -2.177 1.153 -0.116 0.25
C 0.520 -0.512 0.000 0.37
N -0.468 -1.429 0.019 -0.23
H 2.188 -1.386 -0.803 0.29
N -1.638 -0.830 0.015 -0.58
N 1.933 -0.746 -0.032 -0.55
C -0.046 0.756 0.005 0.27
N -1.379 0.523 -0.011 0.14
O 0.532 1.945 0.004 -0.56
H 2.257 -1.122 0.875 0.27
H 1.503 1.702 0.043 0.35



Record 4
11
Properties=species:S:1:pos:R:3:mulliken_charge:R:1 method="wB97M-V/def2-TZVPD" total_energy_ev=-10142.049 orbital_gap_ev=9.8326 de_lowest_kcal_mol=117.3 smiles=Nc1ncnn1O lumo_energy_ev=0.50
C -0.552 -0.410 0.067 0.35
N -1.944 -0.211 -0.306 -0.56
H -2.067 0.417 0.788 0.33
H -2.534 -0.877 0.149 0.30
C 1.447 -1.142 -0.009 0.04
N 0.317 0.621 -0.057 0.71
H 0.735 2.441 -0.591 0.39
H 2.601 -1.494 -0.037 0.29
N 1.596 0.214 -0.153 -0.71
O 0.267 1.927 0.111 -0.48
N 0.135 -1.486 0.040 -0.66



Record 5
12
Properties=species:S:1:pos:R:3:mulliken_charge:R:1 method="wB97M-V/def2-TZVPD" total_energy_ev=-12186.623 orbital_gap_ev=9.8305 de_lowest_kcal_mol=158.3 lumo_energy_ev=-0.17
H -3.090 -0.385 0.348 0.29
N 1.051 -1.834 -0.092 -0.29
N -2.119 -0.154 -0.341 -0.53
O -0.456 -1.821 -0.100 -0.20
N 0.129 1.636 -0.028 -0.74
H -1.559 0.886 -0.489 0.39
O 2.455 -0.066 -0.071 -0.52
C 1.192 -0.641 -0.125 0.49
C 0.051 0.362 0.123 0.49
H 2.411 0.479 0.807 0.37
N -0.942 -0.486 0.557 -0.02
H 0.877 2.026 -0.590 0.26



Record 6
12
Properties=species:S:1:pos:R:3:mulliken_charge:R:1 method="wB97M-V/def2-TZVPD" total_energy_ev=-12190.417 orbital_gap_ev=9.4352 de_lowest_kcal_mol=70.8 smiles="NNc1n[nH]oc1=O" lumo_energy_ev=0.62
C -0.137 -0.376 0.000 0.42
N 1.108 -0.712 -0.072 -0.04
C -0.666 0.978 -0.078 0.70
H -3.149 -0.636 0.511 0.28
O -1.979 0.823 0.010 -0.19
H 2.343 0.604 0.876 0.28
H 1.281 -1.779 -0.343 0.30
N -1.150 -1.194 0.091 -0.58
O -0.071 2.043 -0.021 -0.60
N -2.347 -0.477 -0.201 -0.09
H 2.469 0.714 -0.785 0.27
N 2.297 0.011 0.014 -0.76



Record 7
12
Properties=species:S:1:pos:R:3:mulliken_charge:R:1 method="wB97M-V/def2-TZVPD" total_energy_ev=-12188.746 orbital_gap_ev=8.7738 de_lowest_kcal_mol=109.3 lumo_energy_ev=-0.56
N -0.001 -0.290 -0.776 0.21
O 0.125 -1.090 0.374 -0.30
H -0.974 2.865 -0.534 0.43
N 1.063 -0.646 -1.557 -0.44
H 0.647 -0.558 -2.407 0.28
O -0.041 2.060 -0.943 -0.58
N -0.669 0.731 1.110 -0.50
C -0.203 0.932 -0.047 0.46
C -0.406 -0.571 1.470 0.60
H 1.868 -0.123 -1.382 0.22
N -0.768 -1.167 2.568 -0.66
H -0.640 -2.144 2.125 0.27



Record 8
12
Properties=species:S:1:pos:R:3:mulliken_charge:R:1 method="wB97M-V/def2-TZVPD" total_energy_ev=-12188.086 orbital_gap_ev=9.2446 de_lowest_kcal_mol=124.6 lumo_energy_ev=-0.52
H 1.745 2.186 0.020 0.29
H -1.127 0.577 1.131 0.28
N 2.005 -0.212 0.183 -0.28
H -1.370 -1.289 0.856 0.28
N 0.843 1.820 -0.377 -0.56
H -2.633 -0.019 0.601 0.30
N 0.070 -0.337 -1.043 0.19
O 0.510 -1.565 -0.660 -0.08
O -1.181 -0.063 -0.838 -0.27
N 1.649 -1.402 0.042 -0.01
C 1.036 0.557 -0.422 0.50
C -1.547 -0.253 0.507 -0.64



Record 9
13
Properties=species:S:1:pos:R:3:mulliken_charge:R:1 method="wB97M-V/def2-TZVPD" total_energy_ev=-14236.248 orbital_gap_ev=10.0132 de_lowest_kcal_mol=40.6 smiles="Nc1cnon1.O=NO" lumo_energy_ev=0.38
C -2.125 0.927 0.205 -0.16
H -3.247 0.784 0.365 0.28
O 2.586 -0.471 0.276 -0.33
N -0.060 0.409 -0.264 -0.49
O -0.179 1.742 0.093 -0.02
N 3.732 0.206 0.116 0.15
H -0.574 -1.795 -0.601 0.23
H 1.727 -0.011 0.146 0.64
O 4.729 -0.420 0.256 -0.33
C -1.269 -0.121 -0.090 0.58
N -1.464 1.996 0.389 -0.33
N -1.461 -1.420 -0.411 -0.43
H -2.393 -1.825 -0.479 0.20



Record 10
14
Properties=species:S:1:pos:R:3:mulliken_charge:R:1 method="wB97M-V/def2-TZVPD" total_charge=-1 total_energy_ev=-23532.065 orbital_gap_ev=9.0469 de_lowest_kcal_mol=0.0 lumo_energy_ev=3.81
H -0.056 -2.178 -1.885 0.33
C 1.522 -1.045 0.650 -0.01
H -0.411 1.788 0.738 0.34
O -0.621 1.303 -1.184 -0.23
N -1.118 1.236 0.149 -0.54
O 1.456 1.671 -2.497 -0.65
N 1.018 -0.741 -0.545 -0.26
N 1.437 -2.296 1.028 -0.50
P 0.990 1.491 -1.133 1.13
O 1.446 2.097 0.077 -0.63
H 1.795 -0.296 1.415 0.37
H -1.145 0.353 0.476 0.27
C 0.543 -2.045 -0.917 -0.22
N 0.823 -3.011 0.063 -0.41



Record 11
12
Properties=species:S:1:pos:R:3:mulliken_charge:R:1 method="wB97M-V/def2-TZVPD" total_energy_ev=-20979.742 orbital_gap_ev=8.5853 de_lowest_kcal_mol=29.4 smiles="Nc1n[nH]/c(=N/S)o1" lumo_energy_ev=0.54
H 1.752 -1.872 0.796 0.29
N 2.027 -1.270 -0.059 -0.59
N 1.372 1.032 -0.015 -0.61
H 2.951 -0.803 0.333 0.36
H -0.085 2.655 -0.140 0.29
O -0.144 -0.637 -0.090 -0.33
H -2.618 -1.453 -0.815 0.14
N 0.048 1.574 0.005 0.02
S -3.365 -0.442 0.040 -0.15
N -2.169 0.821 0.056 -0.52
C 1.155 -0.210 -0.068 0.53
C -0.924 0.605 -0.042 0.58



Record 12
12
Properties=species:S:1:pos:R:3:mulliken_charge:R:1 method="wB97M-V/def2-TZVPD" total_energy_ev=-20980.789 orbital_gap_ev=8.6012 de_lowest_kcal_mol=5.2 smiles="Oc1n/c(=N/S)[nH][nH]1" lumo_energy_ev=0.48
H -1.376 1.424 3.189 0.17
H 1.363 -1.905 -1.112 0.27
N -1.023 0.869 0.996 -0.45
N -0.479 0.496 -1.275 -0.56
C 0.411 -0.295 -1.826 0.58
S -0.636 0.428 2.617 -0.19
H -0.090 -0.046 -3.578 0.38
C -0.339 0.260 0.103 0.54
N 0.725 -0.725 0.322 -0.31
O 0.613 -0.491 -3.092 -0.45
H 1.388 -0.280 0.979 0.28
N 1.286 -0.912 -0.940 -0.26